1.
ORCA calculation (the ωB97M-V functional and the def2-TZVPD basis) on the molecule C5H7N at a distorted geometry.

The energy above the lowest of the compared OMol25 structures with the same formula, charge and spin is 95.8 kcal/mol. The calculation puts the maximum force at 7.04 eV/A. Its structure (SMILES) is C#C[C@H]1N[C@H]1C.

```
13
C5H7N, DFT the ωB97M-V functional and the def2-TZVPD basis
C -2.48 0.31 0.21
C -1.42 0.29 -0.43
C -0.33 -0.03 -1.18
N 0.93 0.82 -1.23
C 0.94 -0.39 -0.36
C 1.00 -0.25 1.21
H -3.53 0.21 0.69
H -0.55 -0.61 -2.09
H 0.96 1.68 -0.68
H 1.45 -1.30 -0.85
H 2.12 -0.25 1.33
H 0.47 -1.19 1.73
H 0.44 0.71 1.65
```

=====

2.
ORCA calculation (the ωB97M-V functional and the def2-TZVPD basis) on the molecule C5H7N.

The energy above the lowest of the compared OMol25 structures with the same formula, charge and spin is 67.8 kcal/mol. The calculation puts the maximum force at 0.28 eV/A.

```
13
C5H7N, DFT the ωB97M-V functional and the def2-TZVPD basis
C -1.42 0.64 -0.14
C -1.30 -0.86 -0.06
C -0.01 1.04 -0.40
N 0.79 0.02 -0.07
C 2.07 0.02 0.30
C -0.01 -1.18 -0.02
H -1.75 1.00 0.86
H -2.17 1.00 -0.85
H -2.12 -1.55 0.01
H 0.39 2.02 -0.59
H 2.50 0.97 0.59
H 2.59 -0.92 0.41
H 0.50 -2.13 0.07
```

=====

3.
ORCA calculation (the ωB97M-V functional and the def2-TZVPD basis) on the molecule C5H7N.

The energy above the lowest of the compared OMol25 structures with the same formula, charge and spin is 102.2 kcal/mol. The calculation puts the maximum force at 0.55 eV/A.

```
13
C5H7N, DFT the ωB97M-V functional and the def2-TZVPD basis
C 2.60 -0.62 0.62
C 1.59 0.01 0.47
C 0.39 0.83 0.30
N -0.77 0.06 -0.21
C -0.69 -0.29 -1.49
C -1.74 -0.17 0.66
H 3.48 -1.20 0.75
H 0.10 1.29 1.25
H 0.58 1.64 -0.41
H -1.47 -0.93 -1.90
H 0.16 0.03 -2.07
H -1.59 0.08 1.70
H -2.61 -0.72 0.33
```

=====

4.
ORCA calculation (the ωB97M-V functional and the def2-TZVPD basis) on the molecule C5H7N at a distorted geometry.

The energy above the lowest of the compared OMol25 structures with the same formula, charge and spin is 11.0 kcal/mol. The calculation puts the maximum force at 1.66 eV/A. Its structure (SMILES) is Cc1cc[nH]c1.

```
13
C5H7N, DFT the ωB97M-V functional and the def2-TZVPD basis
C -0.79 -1.75 0.21
C -0.31 -0.32 0.18
C 0.56 0.38 1.08
C 1.03 1.47 0.40
N 0.43 1.52 -0.82
C -0.44 0.44 -0.96
H -0.07 -2.41 0.70
H -1.66 -1.87 0.87
H -1.08 -2.06 -0.79
H 1.04 -0.19 1.86
H 1.62 2.33 0.66
H 0.54 2.27 -1.46
H -0.85 0.22 -1.92
```

=====

5.
ORCA calculation (the ωB97M-V functional and the def2-TZVPD basis) on a cluster of 2 separate species, C5H7N in total at a distorted geometry.

The energy above the lowest of the compared OMol25 structures with the same formula, charge and spin is 161.3 kcal/mol. The calculation puts the maximum force at 4.64 eV/A.

```
13
C5H7N, DFT the ωB97M-V functional and the def2-TZVPD basis
C 1.06 -0.88 -1.53
C 0.12 -0.13 -1.12
C -0.69 0.70 0.90
C 0.67 0.31 -2.47
C -0.49 -0.39 1.85
N -0.97 1.86 0.74
H 1.36 -1.90 -1.73
H 1.42 1.20 -2.61
H 0.05 0.30 -3.28
H -0.93 -1.34 1.38
H 0.60 -0.70 2.04
H -0.90 -0.08 2.77
H -1.61 2.31 1.30
```

=====

6.
ORCA calculation (the ωB97M-V functional and the def2-TZVPD basis) on the molecule C5H7N at a distorted geometry.

The energy above the lowest of the compared OMol25 structures with the same formula, charge and spin is 127.9 kcal/mol. The calculation puts the maximum force at 1.12 eV/A.

```
13
C5H7N, DFT the ωB97M-V functional and the def2-TZVPD basis
C 1.20 -0.27 0.49
C 0.68 0.99 -0.17
C 0.35 -0.84 -0.55
C -1.09 -0.37 -0.40
N -1.69 -0.71 0.83
C -0.71 1.05 -0.29
H 2.27 -0.44 0.34
H 0.93 -0.38 1.55
H 1.36 1.80 -0.41
H 0.75 -1.51 -1.32
H -1.71 -0.62 -1.26
H -0.97 -0.63 1.55
H -1.33 1.93 -0.41
```

=====

7.
ORCA calculation (the ωB97M-V functional and the def2-TZVPD basis) on a structure of composition C5H7N at a distorted geometry.

The energy above the lowest of the compared OMol25 structures with the same formula, charge and spin is 109.8 kcal/mol. The calculation puts the maximum force at 1.64 eV/A.

```
13
C5H7N, DFT the ωB97M-V functional and the def2-TZVPD basis
C -1.62 0.08 0.09
C -0.35 -0.78 0.53
C 0.44 -0.32 -0.74
C 1.64 0.07 0.09
N 0.54 0.28 1.12
C -0.35 0.84 -0.17
H -2.09 -0.50 -0.71
H -2.39 0.58 0.70
H -0.52 -1.75 0.96
H 0.36 -0.75 -1.74
H 2.12 1.02 -0.17
H 2.42 -0.68 0.26
H -0.20 1.91 -0.20
```

=====

8.
ORCA calculation (the ωB97M-V functional and the def2-TZVPD basis) on a structure of composition C5H7N at a distorted geometry.

The energy above the lowest of the compared OMol25 structures with the same formula, charge and spin is 142.3 kcal/mol. The calculation puts the maximum force at 6.14 eV/A.

```
13
C5H7N, DFT the ωB97M-V functional and the def2-TZVPD basis
C -0.25 -0.68 1.73
C 0.21 0.59 1.00
C 0.71 -0.65 0.31
C -0.71 1.62 0.32
C 0.25 -1.41 -1.44
N 0.75 -1.48 1.35
H 1.00 1.17 1.41
H -0.50 1.42 -0.80
H -0.37 2.70 0.62
H -1.82 1.38 0.54
H 1.20 -1.31 -2.16
H -0.58 -0.84 -1.63
H 0.11 -2.51 -1.25
```